110
Properties=species:S:1:pos:R:3 method="wB97M-V/def2-TZVPD" fmax_ha_per_bohr=0.0153 e_tot_ev=-225594.74261 total_charge=-2 orbital_gap_ev=4.7
Cs 1.21 0.36 0.37
I 0.15 4.76 8.17
C 0.54 4.04 6.23
C 0.38 4.89 5.14
C 0.63 4.39 3.87
I 0.54 5.70 2.23
C 1.03 3.04 3.59
O 1.20 2.58 2.43
C 1.23 2.24 4.78
C 1.77 0.85 4.59
N 0.81 -0.06 3.94
C 0.78 -1.38 4.51
C 0.10 -2.41 3.63
C -0.09 -3.71 4.12
C -0.59 -4.68 3.27
C -0.90 -4.33 1.96
C -0.73 -3.01 1.58
N -0.25 -2.07 2.40
C 0.99 2.73 6.05
H 0.09 5.92 5.28
H 2.07 0.46 5.57
H 2.67 0.90 3.97
H -0.11 0.36 3.92
H 0.33 -1.42 5.52
H 1.81 -1.72 4.63
H 0.17 -3.94 5.14
H -0.71 -5.70 3.61
H -1.25 -5.07 1.25
H -0.98 -2.69 0.57
H 1.16 2.10 6.91
Br 3.70 -0.20 -1.99
C 4.34 -2.00 -2.08
C 5.12 -2.32 -3.16
C 5.67 -3.62 -3.25
C 5.45 -4.53 -2.25
C 4.64 -4.20 -1.13
C 4.43 -5.13 -0.09
C 3.60 -4.81 0.95
C 2.93 -3.56 0.97
C 3.11 -2.56 0.02
C 4.02 -2.91 -1.03
H 5.31 -1.59 -3.93
H 6.28 -3.88 -4.11
H 5.89 -5.52 -2.30
H 4.93 -6.10 -0.13
H 3.44 -5.52 1.75
H 2.23 -3.39 1.79
C -3.88 3.52 1.49
C -4.45 3.69 0.23
C -3.66 3.64 -0.91
C -2.28 3.42 -0.82
C -1.72 3.25 0.44
C -2.51 3.30 1.59
P -1.28 3.14 -2.35
C -2.02 4.45 -3.44
C -2.42 5.72 -2.99
C -2.82 6.70 -3.89
C -2.82 6.45 -5.25
C -2.43 5.20 -5.72
C -2.04 4.22 -4.82
C 0.37 3.82 -1.94
C 0.81 5.12 -2.21
C 2.13 5.45 -1.92
C 2.96 4.50 -1.33
C 2.47 3.24 -1.00
C 1.16 2.83 -1.32
H -4.49 3.56 2.38
H -5.53 3.85 0.14
H -4.12 3.77 -1.89
H -0.65 3.09 0.55
H -2.05 3.18 2.56
H -2.41 5.92 -1.93
H -3.11 7.68 -3.52
H -3.13 7.22 -5.95
H -2.42 5.00 -6.78
H -1.72 3.24 -5.17
H 0.17 5.87 -2.66
H 2.51 6.44 -2.14
H 4.00 4.75 -1.12
H 3.16 2.55 -0.50
C -3.52 -1.70 -4.50
N -4.13 -2.35 -3.35
C -5.45 -2.18 -2.94
C -5.60 -2.85 -1.79
N -4.38 -3.43 -1.50
C -4.07 -4.14 -0.27
C -3.47 -3.15 -2.47
Se -1.77 -3.80 -2.64
H -3.81 -0.65 -4.52
H -3.82 -2.19 -5.42
H -2.44 -1.78 -4.39
H -6.15 -1.58 -3.50
H -6.45 -2.93 -1.14
H -4.80 -4.93 -0.10
H -4.07 -3.45 0.57
H -3.08 -4.58 -0.38
C -7.32 0.46 0.07
C -5.84 0.18 0.14
C -4.99 0.52 -0.89
C -3.63 0.25 -0.79
N -3.10 -0.35 0.27
C -3.91 -0.67 1.27
C -5.28 -0.43 1.25
H -7.59 0.86 -0.91
H -7.61 1.20 0.82
H -7.90 -0.45 0.25
H -5.37 1.02 -1.78
H -2.94 0.53 -1.57
H -3.44 -1.14 2.13
H -5.89 -0.70 2.11

***

109
Properties=species:S:1:pos:R:3 method="wB97M-V/def2-TZVPD" fmax_ha_per_bohr=0.0072 e_tot_ev=-183026.96275 total_charge=-1 orbital_gap_ev=5.8
Mg -0.37 1.84 1.74
O -1.77 3.95 0.08
C -2.03 2.89 0.67
C -3.49 2.43 0.57
C -4.49 3.40 0.45
C -5.82 3.04 0.47
C -6.17 1.70 0.61
C -5.19 0.73 0.73
C -3.84 1.09 0.71
P -2.46 -0.14 0.77
C -2.67 -1.00 -0.84
C -3.88 -1.06 -1.74
C -3.35 -1.35 -3.16
C -3.11 -2.85 -3.15
C -3.13 -3.34 -1.92
C -3.51 -2.28 -0.95
C -3.06 -1.25 2.09
C -3.64 -0.68 3.22
C -3.97 -1.45 4.32
C -3.72 -2.82 4.32
C -3.12 -3.40 3.21
C -2.79 -2.62 2.11
H -4.19 4.44 0.35
H -6.60 3.79 0.38
H -7.22 1.41 0.63
H -5.47 -0.31 0.85
H -4.78 -0.49 -1.57
H -4.01 -1.01 -3.96
H -2.82 -3.40 -4.04
H -2.89 -4.35 -1.63
H -4.08 -2.53 -0.06
H -3.82 0.39 3.25
H -4.42 -0.98 5.19
H -3.98 -3.42 5.18
H -2.89 -4.46 3.20
H -2.28 -3.08 1.27
Te 2.56 -1.32 2.33
C 4.30 -2.30 1.63
C 4.26 -3.20 0.57
C 5.44 -3.79 0.14
N 6.64 -3.55 0.68
C 6.66 -2.69 1.70
C 5.54 -2.05 2.20
C 1.77 -1.08 0.34
P 1.53 0.71 0.19
C 3.21 1.39 0.48
C 3.36 2.53 1.24
C 4.63 3.07 1.48
C 5.75 2.46 0.94
C 5.60 1.30 0.18
C 4.35 0.77 -0.04
C 1.38 1.08 -1.62
C 0.47 2.03 -2.05
C 0.38 2.37 -3.40
C 1.21 1.76 -4.32
C 2.12 0.79 -3.90
C 2.19 0.45 -2.56
P 0.15 -1.95 0.25
C 0.51 -3.75 0.36
C 0.61 -4.27 1.66
C 0.77 -5.63 1.89
C 0.79 -6.52 0.82
C 0.64 -6.03 -0.47
C 0.50 -4.67 -0.69
C -0.27 -1.71 -1.53
C 0.46 -2.11 -2.57
C 0.07 -1.82 -3.95
C -1.05 -1.15 -4.24
C -1.98 -0.65 -3.18
C -1.44 -0.79 -1.74
H 3.33 -3.42 0.06
H 5.43 -4.49 -0.68
H 7.64 -2.49 2.14
H 5.65 -1.35 3.02
H 2.50 3.00 1.70
H 4.73 3.95 2.10
H 6.73 2.87 1.13
H 6.48 0.80 -0.22
H 4.24 -0.17 -0.58
H -0.20 2.51 -1.34
H -0.35 3.11 -3.72
H 1.15 2.02 -5.37
H 2.75 0.29 -4.62
H 2.86 -0.34 -2.24
H 0.56 -3.60 2.51
H 0.87 -5.99 2.90
H 0.91 -7.58 1.00
H 0.63 -6.71 -1.31
H 0.36 -4.32 -1.71
H 1.38 -2.65 -2.40
H 0.72 -2.16 -4.75
H -1.31 -0.97 -5.28
H -2.16 0.42 -3.37
H -1.07 0.20 -1.44
Cl -0.13 0.34 3.49
C -1.12 6.60 0.92
As 0.44 5.51 1.26
C 1.19 4.98 -0.43
C 1.72 6.83 1.86
S 0.30 4.13 2.85
H -0.78 7.59 0.64
H -1.70 6.64 1.83
H -1.71 6.14 0.13
H 1.90 5.74 -0.74
H 0.39 4.86 -1.15
H 1.71 4.03 -0.31
H 1.87 7.59 1.09
H 2.66 6.32 2.08
H 1.34 7.28 2.77

***

119
Properties=species:S:1:pos:R:3 method="wB97M-V/def2-TZVPD" fmax_ha_per_bohr=0.0427 e_tot_ev=-143909.36498 total_charge=-1 orbital_gap_ev=7.7
La -13.12 4.75 19.10
O -9.65 3.45 24.81
C -10.35 3.77 23.71
C -11.41 4.65 23.68
C -12.11 4.80 22.49
N -11.83 4.13 21.41
C -10.78 3.31 21.43
C -9.98 3.08 22.55
C -10.59 2.51 20.13
O -9.73 1.64 20.12
O -11.46 2.80 19.27
C -13.34 5.68 22.41
O -13.56 6.42 23.34
O -14.05 5.51 21.34
H -9.77 4.10 25.48
H -11.70 5.29 24.50
H -9.14 2.41 22.51
C -15.45 -0.07 21.99
N -15.33 1.20 21.32
C -14.27 1.72 20.68
N -14.64 2.80 20.02
C -15.98 2.90 20.27
N -16.45 1.93 21.02
C -15.71 -1.15 20.98
C -16.08 -2.44 21.40
C -16.33 -3.48 20.54
C -16.23 -3.28 19.16
C -15.86 -2.02 18.74
C -15.63 -0.96 19.61
C -15.69 -1.82 17.29
N -16.05 -2.75 16.44
N -15.65 -2.36 15.21
C -14.97 -1.26 15.35
O -14.95 -0.88 16.65
C -14.30 -0.55 14.23
C -14.15 -1.28 13.05
C -13.55 -0.70 11.94
C -13.06 0.61 12.03
C -13.20 1.36 13.19
C -12.86 2.84 13.18
N -12.29 3.31 14.49
C -12.95 3.84 15.54
N -12.14 3.94 16.58
C -10.98 3.41 16.09
N -11.00 3.04 14.83
C -13.82 0.76 14.30
H -16.22 -0.04 22.71
H -14.58 -0.25 22.59
H -13.25 1.40 20.74
H -16.56 3.75 19.93
H -16.04 -2.61 22.49
H -16.57 -4.47 20.92
H -16.41 -4.07 18.41
H -15.53 -0.01 19.15
H -14.54 -2.26 12.96
H -13.44 -1.21 10.98
H -12.63 1.09 11.12
H -13.74 3.46 12.97
H -12.06 3.03 12.47
H -13.98 4.14 15.63
H -10.14 3.29 16.71
H -13.92 1.37 15.20
O -10.70 8.41 18.62
C -11.89 8.08 18.72
O -12.39 6.86 18.56
C -12.90 9.21 19.10
C -14.32 8.69 19.36
Ge -15.53 9.91 20.20
C -17.07 8.76 20.73
C -16.85 7.48 21.22
C -17.93 6.59 21.35
C -19.23 7.00 21.05
C -19.47 8.28 20.61
C -18.39 9.13 20.43
C -14.87 10.75 21.82
C -15.07 10.03 22.98
C -14.65 10.54 24.21
C -13.96 11.71 24.24
C -13.75 12.50 23.08
C -14.16 11.97 21.87
C -16.11 11.25 18.89
C -16.08 12.62 19.13
C -16.40 13.52 18.12
C -16.76 13.07 16.88
C -16.91 11.70 16.62
C -16.54 10.80 17.61
H -12.88 9.96 18.29
H -12.49 9.76 19.94
H -14.18 7.80 20.01
H -14.76 8.31 18.44
H -15.88 7.07 21.38
H -17.67 5.57 21.65
H -20.05 6.33 21.27
H -20.48 8.59 20.39
H -18.65 10.08 20.03
H -15.51 9.03 23.01
H -14.80 9.97 25.12
H -13.47 12.01 25.18
H -13.20 13.41 23.16
H -13.98 12.54 20.98
H -15.77 13.04 20.09
H -16.29 14.57 18.30
H -16.95 13.77 16.09
H -17.29 11.41 15.62
H -16.60 9.75 17.36
C -15.65 6.36 16.03
C -16.11 5.28 17.04
C -17.11 5.90 18.04
C -16.73 4.02 16.34
O -14.95 4.81 17.71
H -16.49 6.66 15.39
H -14.86 5.94 15.43
H -15.26 7.20 16.61
H -17.94 6.45 17.60
H -16.61 6.62 18.62
H -17.61 5.19 18.70
H -17.81 4.07 16.26
H -16.49 3.16 16.92
H -16.33 3.89 15.31

***

110
Properties=species:S:1:pos:R:3 method="wB97M-V/def2-TZVPD" fmax_ha_per_bohr=0.0111 e_tot_ev=-98898.30329 s_squared=0.763 spin_multiplicity=2 total_charge=+3 orbital_gap_ev="6.7 / 4.7"
Sn 0.23 0.75 0.14
N 2.09 3.23 0.02
P 2.71 1.73 -0.99
C 4.41 1.84 -0.44
C 4.77 1.03 0.65
C 6.05 1.13 1.18
C 6.96 2.02 0.64
C 6.60 2.83 -0.44
C 5.33 2.74 -0.98
C 2.70 2.14 -2.74
C 1.62 2.72 -3.42
C 1.64 2.81 -4.80
C 2.70 2.29 -5.53
C 3.75 1.66 -4.87
C 3.75 1.59 -3.48
C -0.03 4.25 -0.86
C -0.87 5.35 -0.94
C -2.20 5.16 -1.26
C -2.65 3.87 -1.51
C -1.74 2.83 -1.43
N -0.46 3.01 -1.11
H 2.94 3.58 0.46
H 4.07 0.32 1.05
H 6.34 0.50 2.01
H 7.96 2.09 1.05
H 7.32 3.52 -0.86
H 5.06 3.37 -1.82
H 0.76 3.09 -2.88
H 0.81 3.28 -5.32
H 2.70 2.35 -6.60
H 4.57 1.24 -5.43
H 4.58 1.10 -2.99
H -0.49 6.34 -0.75
H -2.88 6.00 -1.33
H -3.68 3.67 -1.78
H -2.05 1.81 -1.62
N 0.47 2.95 4.46
C 0.00 2.24 5.56
C 0.36 2.63 6.85
C -0.12 1.91 7.92
C -0.95 0.80 7.74
C -1.31 0.40 6.47
C -0.83 1.13 5.37
S -1.28 0.64 3.79
N -0.42 1.60 2.78
C 0.32 2.60 3.17
C 1.01 3.39 2.11
C 1.20 4.72 2.33
C 1.73 5.74 1.44
C 1.86 5.67 0.11
C 1.47 4.46 -0.66
N 1.32 2.60 1.04
H 1.07 3.74 4.65
H 1.00 3.49 7.00
H 0.16 2.22 8.92
H -1.31 0.25 8.59
H -1.94 -0.46 6.32
H 0.88 5.11 3.29
H 2.02 6.67 1.92
H 2.32 6.49 -0.43
H 1.92 4.50 -1.66
C -6.00 -6.16 -3.98
C -5.05 -5.21 -3.32
C -4.85 -3.93 -3.83
C -3.95 -3.05 -3.24
C -3.81 -1.67 -3.85
C -3.25 -3.48 -2.11
Te -1.94 -2.10 -1.26
N -0.30 -3.20 -1.14
C 0.77 -2.56 -0.76
O 0.87 -1.30 -0.42
C 2.02 -3.36 -0.69
C 3.04 -2.96 0.18
C 4.18 -3.74 0.30
C 4.31 -4.90 -0.44
C 3.30 -5.29 -1.31
C 2.15 -4.53 -1.43
C -2.49 -2.17 0.78
C -1.59 -2.71 1.70
C -1.97 -2.83 3.03
C -3.24 -2.41 3.42
C -4.11 -1.86 2.49
C -3.75 -1.71 1.15
C -4.72 -1.11 0.17
C -3.43 -4.76 -1.56
C -2.74 -5.25 -0.32
C -4.34 -5.60 -2.19
H -6.58 -5.67 -4.77
H -6.70 -6.58 -3.25
H -5.46 -6.99 -4.42
H -5.40 -3.61 -4.71
H -4.19 -1.67 -4.87
H -2.78 -1.32 -3.89
H -4.40 -0.94 -3.29
H 2.93 -2.05 0.74
H 4.96 -3.44 0.98
H 5.19 -5.51 -0.34
H 3.41 -6.19 -1.90
H 1.35 -4.83 -2.10
H -0.63 -3.09 1.37
H -1.30 -3.28 3.74
H -3.56 -2.55 4.44
H -5.11 -1.56 2.80
H -5.73 -1.11 0.57
H -4.75 -1.67 -0.77
H -4.45 -0.07 -0.05
H -1.74 -4.83 -0.20
H -2.65 -6.33 -0.35
H -3.34 -5.00 0.57
H -4.49 -6.59 -1.78